# 1
This record from OMol25 describes one molecule with the formula C5H14N2S at a distorted geometry. The level of theory is the ωB97M-V functional and the def2-TZVPD basis.

Each line ends with the Löwdin charge.
Atoms and positions in Å:
C (2.4204, 1.6305, -0.3548)  -0.1133
N (1.2655, 1.8118, -1.3073)  -0.1592
C (-0.1096, 1.4991, -0.9111)  -0.2079
C (-0.4378, -0.1233, -1.1185)  -0.2470
N (-1.6922, -0.3293, -0.4888)  -0.0993
C (-1.6178, -1.5536, 0.4362)  -0.2783
C (-0.5754, -1.3742, 1.5240)  -0.6185
S (-0.9117, -2.3983, 2.9841)  0.6637
H (3.1724, 2.1095, -1.1104)  0.1086
H (2.6733, 0.5802, -0.0324)  0.0751
H (2.2317, 2.2487, 0.4582)  0.0346
H (1.3391, 1.1130, -2.0449)  0.0718
H (-0.3045, 1.6463, 0.1218)  0.0795
H (-0.8103, 2.0042, -1.5602)  0.0931
H (-0.3795, -0.1559, -2.2571)  0.1211
H (0.3671, -0.6666, -0.6039)  0.0897
H (-2.5711, -0.2236, -1.1107)  0.1536
H (-2.6028, -1.6338, 0.8485)  0.0883
H (-1.4086, -2.4845, -0.0773)  0.1051
H (-0.4988, -0.3364, 1.8769)  0.0769
H (0.3491, -1.7545, 1.1323)  0.0449
H (0.1014, -1.6093, 3.5952)  -0.0826

Charge: 0
SMILES: CNCCNCCS
ΔE to the lowest compared entry with this formula, charge and spin (kcal per mole): 51.64
Highest occupied orbital energy (Eh): -0.296
HOMO-LUMO gap (Ha): 0.3236

***

# 2
This record from OMol25 describes one molecule with the formula C5H14N2S at a distorted geometry. The level of theory is the ωB97M-V functional and the def2-TZVPD basis.

Each line ends with the Löwdin charge.
Atoms and positions in Å:
C (-0.5520, -2.2959, 2.2963)  -0.1246
C (-0.7304, -0.8866, 1.9234)  -0.3324
N (0.3457, -0.5419, 1.0392)  -0.0998
C (0.1259, 0.6195, 0.2186)  -0.2512
C (0.9761, 0.6785, -1.0939)  -0.3453
N (0.5883, -0.5682, -1.9989)  0.0356
C (0.5882, 1.9967, -1.8316)  -0.5042
S (-1.1734, 2.5455, -2.1365)  0.6898
H (0.2476, -2.7812, 1.6903)  0.0893
H (-0.1915, -2.4463, 3.2714)  0.0468
H (-1.5295, -2.7525, 2.1878)  0.0747
H (-1.7056, -0.6148, 1.5035)  0.1005
H (-0.7213, -0.2098, 3.0207)  0.1596
H (1.2195, -0.8668, 1.3216)  0.0962
H (-0.9986, 0.6613, 0.0554)  0.1070
H (0.2708, 1.5920, 0.7923)  0.1232
H (2.1418, 0.5416, -0.9885)  0.1653
H (-0.3965, -0.4585, -2.1589)  0.0370
H (0.7063, -1.4612, -1.7134)  -0.0056
H (1.0831, 2.6979, -1.1605)  0.0584
H (1.0820, 2.0787, -2.8193)  0.0737
H (-1.3764, 2.4719, -3.4190)  -0.1942

Charge: 0
SMILES: CCNC[C@@H](N)CS
ΔE to the lowest compared entry with this formula, charge and spin (kcal per mole): 46.83
Highest occupied orbital energy (Eh): -0.307
HOMO-LUMO gap (Ha): 0.3384

***

# 3
This record from OMol25 describes an isolated ion of composition C5H14N3 and charge +1 at a distorted geometry. The level of theory is the ωB97M-V functional and the def2-TZVPD basis.

Each line ends with the Löwdin charge.
Atoms and positions in Å:
C (0.7234, -1.5173, 2.2809)  -0.0374
C (0.6967, -0.3840, 1.3052)  -0.3548
N (1.8487, -0.3832, 0.3377)  0.2031
C (-0.6158, -0.3886, 0.4974)  -0.1139
C (-0.7437, 0.5716, -0.6950)  -0.3374
N (0.0580, 1.7550, -0.6338)  0.0622
C (-1.5480, 0.2940, -1.7074)  -0.1738
N (-1.8378, 1.0905, -2.7769)  0.0795
H (1.7022, -1.7895, 2.6237)  0.0802
H (0.2615, -2.4303, 1.8804)  0.1018
H (0.2273, -1.2235, 3.1938)  0.0982
H (0.7485, 0.5985, 1.7673)  0.1484
H (1.6882, 0.5307, -0.1817)  0.1483
H (2.7827, -0.3730, 0.7989)  0.1863
H (1.8339, -1.1308, -0.3438)  0.1674
H (-0.7604, -1.4029, 0.1364)  0.1146
H (-1.4341, -0.2919, 1.1954)  0.1286
H (0.1244, 2.2811, -1.4756)  0.0698
H (-0.2667, 2.4060, 0.0986)  0.1191
H (-2.0611, -0.6503, -1.6606)  0.1264
H (-2.2421, 0.6417, -3.5959)  0.1073
H (-1.1857, 1.7961, -3.0451)  0.0761

Charge: +1
SMILES: C[C@@H]([NH3+])C/C(N)=C/N
ΔE to the lowest compared entry with this formula, charge and spin (kcal per mole): 26.65
Highest occupied orbital energy (Eh): -0.415
HOMO-LUMO gap (Ha): 0.3022

***

# 4
This record from OMol25 describes an isolated ion of composition C5H14N3 and charge +1 at a distorted geometry. The level of theory is the ωB97M-V functional and the def2-TZVPD basis.

Each line ends with the Löwdin charge.
Atoms and positions in Å:
C (2.3088, 0.9455, 1.6654)  -0.0340
C (1.3005, 0.2396, 0.7031)  -0.3931
N (1.0500, -1.1491, 0.9588)  0.0472
C (-0.1463, 0.9901, 0.8666)  -0.1600
C (-0.9031, 0.9341, -0.4168)  -0.1990
N (-0.9302, -0.4267, -1.0746)  0.0899
C (-2.0204, -0.6839, -1.8243)  -0.0685
N (-2.0829, -1.8067, -2.5673)  0.1991
H (2.7974, 1.7568, 1.2673)  0.0496
H (1.8330, 1.3946, 2.4680)  0.0484
H (3.0471, 0.2254, 2.0848)  0.0996
H (1.5434, 0.3401, -0.3281)  0.1161
H (1.8310, -1.6317, 0.8470)  0.0258
H (0.7453, -1.2699, 1.9114)  0.0968
H (0.1111, 2.0888, 1.0024)  0.1326
H (-0.7655, 0.5695, 1.7853)  0.1582
H (-1.9589, 1.4433, -0.3849)  0.1532
H (-0.2975, 1.6413, -1.1288)  0.1560
H (-0.2946, -1.1208, -0.8460)  0.0930
H (-2.7632, 0.1893, -1.9004)  0.1851
H (-1.4793, -2.4939, -2.2425)  0.1049
H (-2.9257, -2.1755, -2.8464)  0.0994

Charge: +1
SMILES: C[C@@H](N)CC/[NH+]=C/N
ΔE to the lowest compared entry with this formula, charge and spin (kcal per mole): 46.97
Highest occupied orbital energy (Eh): -0.488
HOMO-LUMO gap (Ha): 0.3489

***

# 5
This record from OMol25 describes an isolated ion of composition C5H14N3 and charge +1 at a distorted geometry. The level of theory is the ωB97M-V functional and the def2-TZVPD basis.

Each line ends with the Löwdin charge.
Atoms and positions in Å:
C (-1.9794, -1.3297, -0.3584)  -0.0417
C (-1.6670, -0.0424, 0.3755)  -0.4615
C (-0.4062, 0.7015, -0.1050)  -0.0335
C (0.9191, -0.1345, 0.2352)  -0.3687
C (2.1809, 0.7356, -0.0565)  -0.1942
N (3.2885, -0.0760, 0.4481)  0.0814
N (0.9812, -1.2713, -0.4497)  0.3224
N (-2.8617, 0.7774, 0.5298)  0.0864
H (-2.1437, -1.2967, -1.4356)  0.0898
H (-2.8709, -1.8403, -0.0135)  0.0978
H (-1.0780, -1.9460, -0.2067)  0.0698
H (-1.4110, -0.3447, 1.3991)  0.1445
H (-0.4961, 0.7375, -1.1987)  0.1317
H (-0.5578, 1.7283, 0.2209)  0.1363
H (2.1785, 1.1167, -1.0842)  0.1327
H (2.2886, 1.6414, 0.5384)  0.1312
H (3.1575, -1.0157, 0.0909)  0.0776
H (4.1894, 0.3459, 0.2605)  0.1096
H (0.8265, -0.2232, 1.3249)  0.1633
H (1.2943, -1.0485, -1.4110)  0.1352
H (-3.1771, 1.2688, -0.3027)  0.0986
H (-2.6558, 1.5158, 1.1985)  0.0913

Charge: +1
ΔE to the lowest compared entry with this formula, charge and spin (kcal per mole): 149.74
Highest occupied orbital energy (Eh): -0.503
HOMO-LUMO gap (Ha): 0.1948

***

# 6
This record from OMol25 describes an isolated ion of composition C5H14N3 and charge +1 at a distorted geometry. The level of theory is the ωB97M-V functional and the def2-TZVPD basis.

Each line ends with the Löwdin charge.
Atoms and positions in Å:
C (-1.8363, 1.2988, 1.9113)  -0.0550
C (-0.9789, 0.7106, 0.7839)  -0.4446
N (-0.2712, 1.6714, -0.0987)  0.0265
C (0.0432, -0.2929, 1.3214)  -0.1583
C (0.4069, -1.3483, 0.3019)  -0.1424
N (0.6748, -0.7495, -1.0272)  0.0819
C (1.4791, -1.3648, -1.8207)  -0.1352
N (1.7119, -0.9802, -3.0787)  0.1738
H (-2.7570, 0.7390, 2.0746)  0.0850
H (-1.2129, 1.4167, 2.7948)  0.0805
H (-2.2824, 2.2916, 1.7073)  0.0879
H (-1.7328, 0.2067, 0.1814)  0.1346
H (-0.9359, 2.3293, -0.4944)  0.0923
H (0.3461, 2.2408, 0.4701)  0.0939
H (-0.3148, -0.7115, 2.2477)  0.1184
H (0.9329, 0.2387, 1.7351)  0.1394
H (1.2516, -1.9622, 0.6206)  0.1297
H (-0.4695, -1.9994, 0.1614)  0.1380
H (0.1592, 0.1308, -1.1600)  0.1241
H (1.9135, -2.3350, -1.5891)  0.1691
H (1.3901, -0.1128, -3.4837)  0.1343
H (2.4825, -1.4178, -3.5590)  0.1260

Charge: +1
SMILES: C[C@@H](N)CC/[NH+]=C/N
ΔE to the lowest compared entry with this formula, charge and spin (kcal per mole): 14.56
Highest occupied orbital energy (Eh): -0.498
HOMO-LUMO gap (Ha): 0.3852

***

# 7
This record from OMol25 describes a 2-piece molecular cluster, C5H14N3O overall at a distorted geometry. The level of theory is the ωB97M-V functional and the def2-TZVPD basis.

Each line ends with the Löwdin charge.
Atoms and positions in Å:
C (2.3499, -1.1443, -0.2444)  -0.1103
C (2.6776, 0.1356, 0.6066)  -0.1492
C (0.9541, -0.8140, -0.8275)  -0.0764
C (1.4271, 0.9593, 0.7254)  -0.1206
C (-2.7316, 0.0679, 0.0099)  -0.5479
N (-4.0588, 0.1481, 0.3440)  0.1808
N (-2.0035, 1.1200, -0.1137)  0.0998
N (0.7408, 0.6898, -0.5998)  0.0658
O (-2.0988, -1.0975, -0.2464)  0.1069
H (3.0792, -1.3013, -0.9182)  0.0781
H (2.1751, -1.9876, 0.3040)  0.0838
H (3.1556, -0.2784, 1.5866)  0.1657
H (3.3362, 0.6108, -0.0384)  0.0850
H (0.9242, -0.9694, -1.8468)  0.1055
H (0.3078, -1.4672, -0.3210)  0.0962
H (0.8252, 0.5178, 1.4285)  0.0962
H (-4.3771, -0.7369, 0.6756)  0.1058
H (-4.3661, 1.0015, 0.7336)  0.1051
H (-2.3402, 2.0407, 0.1773)  0.0844
H (1.7462, 2.0673, 0.9487)  0.1790
H (1.2177, 1.1419, -1.3460)  0.1574
H (-0.2630, 1.0482, -0.4645)  0.1062
H (-2.6777, -1.7523, -0.5733)  0.1025

Charge: +1
ΔE to the lowest compared entry with this formula, charge and spin (kcal per mole): 28.75
Highest occupied orbital energy (Eh): -0.493
HOMO-LUMO gap (Ha): 0.3983

***

# 8
This record from OMol25 describes C5H14N3O6S2 as an isolated structure. The level of theory is the ωB97M-V functional and the def2-TZVPD basis.

Each line ends with the Löwdin charge.
Atoms and positions in Å:
C (0.6422, -0.9041, -1.4195)  -0.0877
C (0.0571, 0.4220, -1.8660)  -0.2864
O (-1.3703, 0.4226, -1.9391)  -0.2634
S (-2.1746, 0.3271, -0.5326)  0.4641
O (-1.4132, 1.1289, 0.3977)  -0.3289
O (-2.3008, -1.0788, -0.2309)  -0.3220
N (-3.5151, 1.0492, -0.8746)  -0.3307
S (-4.7570, 0.2903, -1.4931)  0.4401
N (-5.3167, -0.7415, -0.2788)  -0.0906
O (-5.8037, 1.2687, -1.6621)  -0.3600
O (-4.4135, -0.5707, -2.6002)  -0.3477
H (0.3921, -1.1043, -0.3762)  0.0669
H (1.7300, -0.8682, -1.5229)  0.0560
H (0.2555, -1.7260, -2.0265)  0.0808
H (0.3889, 0.6790, -2.8734)  0.1177
H (0.3611, 1.2240, -1.1861)  0.0938
H (-5.3003, -1.6921, -0.6253)  0.0488
H (-6.2605, -0.4542, -0.0514)  0.0422
C (2.9946, 0.9560, 0.4975)  -0.3503
O (3.4949, 0.6575, -0.5690)  0.0038
N (3.2175, 0.2909, 1.6527)  -0.1959
C (2.5542, 0.6532, 2.8834)  -0.0610
C (4.1131, -0.8485, 1.6238)  -0.0484
H (2.2772, 1.7853, 0.6067)  0.1373
H (3.2753, 0.9226, 3.6598)  0.0833
H (1.9331, -0.1652, 3.2536)  0.0913
H (1.9066, 1.5089, 2.6993)  0.0865
H (5.1134, -0.5501, 1.3063)  0.0877
H (3.7545, -1.6046, 0.9243)  0.0909
H (4.1646, -1.2779, 2.6227)  0.0820

Charge: -1
Highest occupied orbital energy (Eh): -0.211
HOMO-LUMO gap (Ha): 0.3081

***

# 9
This record from OMol25 describes a 2-piece molecular cluster, C5H14N4 overall at a distorted geometry. The level of theory is the ωB97M-V functional and the def2-TZVPD basis.

Each line ends with the Löwdin charge.
Atoms and positions in Å:
H (-1.7081, 0.9328, 1.1084)  0.0476
N (-1.8205, -0.0226, 0.7552)  0.1358
C (-1.1013, -0.1598, -0.3123)  -0.4727
C (-1.1054, -1.5342, -0.9378)  -0.0391
N (-0.3470, 0.9088, -0.8429)  -0.2428
C (-1.1271, 2.0431, -1.3667)  -0.0591
N (0.7938, 0.5517, -1.6181)  0.0398
H (-0.4097, -1.6481, -1.7688)  0.0573
H (-0.8404, -2.2769, -0.1806)  0.0724
H (-2.1166, -1.7512, -1.2958)  0.0809
H (-1.5701, 1.7787, -2.3334)  0.0809
H (-1.9243, 2.3237, -0.6709)  0.0803
H (-0.4889, 2.9173, -1.5265)  0.0798
H (0.5291, 0.3260, -2.5781)  0.0776
H (1.4432, 1.3394, -1.6583)  0.0881
H (0.9453, -0.5003, 3.6618)  0.0403
N (1.0090, 0.3446, 3.0792)  0.0550
C (1.3358, 0.0327, 1.8703)  -0.3221
C (1.7211, -1.3584, 1.4682)  -0.1067
H (1.3069, 0.8541, 1.0493)  0.1042
H (2.6991, -1.6085, 1.8899)  0.0757
H (0.9817, -2.0781, 1.8279)  0.0748
H (1.7942, -1.4146, 0.3800)  0.0519

Charge: 0
SMILES: [H]/N=C(/C)N(C)N.[H]/N=C\C
ΔE to the lowest compared entry with this formula, charge and spin (kcal per mole): 47.13
Highest occupied orbital energy (Eh): -0.329
HOMO-LUMO gap (Ha): 0.3557

***

# 10
This record from OMol25 describes C5H14N4 as an isolated structure at a distorted geometry. The level of theory is the ωB97M-V functional and the def2-TZVPD basis.

Each line ends with the Löwdin charge.
Atoms and positions in Å:
C (-1.3284, 0.5960, -2.0087)  -0.0675
C (-1.1534, 0.4682, -0.5182)  -0.4848
N (-1.5990, -0.6491, 0.1330)  0.0312
N (-0.4599, 1.4537, 1.5982)  0.0099
C (-0.4135, 1.3870, 0.1781)  -0.2131
H (-0.5218, -1.1907, 0.6161)  0.1071
H (-2.0590, -1.2863, -0.5107)  0.0598
H (-1.2939, 0.9896, 1.9473)  0.0713
H (-0.4166, 2.4046, 1.9413)  0.0730
H (0.0090, 2.2474, -0.3252)  0.1030
H (-0.7542, 1.4308, -2.4114)  0.0713
H (-1.0187, -0.3178, -2.5313)  0.0678
H (-2.3785, 0.7753, -2.2424)  0.0745
C (1.7114, -0.8058, -1.1748)  -0.0709
N (0.9278, -1.1932, 2.3935)  0.0121
C (1.4923, -0.4983, 0.2676)  -0.2117
N (0.7782, -1.3101, 0.9989)  -0.1168
H (0.7355, -0.2419, 2.6972)  0.0528
H (0.2700, -1.8260, 2.8310)  0.0746
H (2.1425, 0.2301, 0.7481)  0.1255
H (2.6821, -1.2983, -1.2957)  0.0817
H (1.7094, 0.1052, -1.7747)  0.0742
H (0.9385, -1.4704, -1.5574)  0.0749

Charge: 0
ΔE to the lowest compared entry with this formula, charge and spin (kcal per mole): 55.46
Highest occupied orbital energy (Eh): -0.250
HOMO-LUMO gap (Ha): 0.2901

***

# 11
This record from OMol25 describes a 2-piece molecular cluster, C5H14N7 overall. The level of theory is the ωB97M-V functional and the def2-TZVPD basis.

Each line ends with the Löwdin charge.
Atoms and positions in Å:
C (-1.8744, -1.0040, 0.1950)  -0.3508
C (3.3354, 0.5074, 0.3855)  -0.0755
C (2.1446, 1.0134, 0.6416)  -0.1134
C (0.4855, -1.0344, -0.5244)  -0.5267
C (-1.3429, 1.3735, 0.0504)  -0.5582
N (-0.6135, -1.4592, 0.2690)  0.1833
N (0.3001, -0.0758, -1.3211)  0.1577
N (-2.1530, 0.2180, -0.2426)  0.1615
N (-2.8699, -1.8266, 0.5278)  0.2303
N (1.5502, -1.8704, -0.4117)  0.1655
N (-1.4137, 2.3179, -0.9172)  0.1615
N (-0.8515, 1.4021, 1.2070)  0.1614
H (3.9697, 0.9084, -0.3886)  0.0578
H (3.7430, -0.3197, 0.9434)  0.0538
H (1.7721, 1.8576, 0.0867)  0.0493
H (-0.4799, -2.3499, 0.7325)  0.1621
H (1.0933, 0.1652, -1.9024)  0.0866
H (-3.1189, 0.4404, -0.4527)  0.1697
H (-2.7073, -2.7865, 0.7842)  0.1351
H (-3.8189, -1.4933, 0.5897)  0.1374
H (1.6838, -2.4265, 0.4171)  0.1114
H (2.4084, -1.5760, -0.8534)  0.1036
H (-1.6051, 2.0214, -1.8607)  0.1065
H (-0.8158, 3.1244, -0.8287)  0.1142
H (1.5060, 0.6385, 1.4265)  0.0468
H (-0.3271, 2.2340, 1.4471)  0.0690

Charge: +1
ΔE to the lowest compared entry with this formula, charge and spin (kcal per mole): 14.89
Highest occupied orbital energy (Eh): -0.474
HOMO-LUMO gap (Ha): 0.3691